4 unconnected molecules or ions with the total composition C24H27F3O3, computed with ωB97M-V with the def2-TZVPD basis set.

Its energy above the lowest of the compared OMol25 structures with the same formula, charge and spin is 0.0 kcal per mole. The lowest unoccupied orbital energy comes out at 0.65 eV. The spin multiplicity is 1. For the largest force on an atom, the calculation gives 0.0088 hartree/bohr. As for the orbital gap: 10.060 eV. The calculation puts the total energy at -1455.9992 Eh.

Geometry as XYZ:
```
57
Properties=species:S:1:pos:R:3:forces:R:3
C -0.2797 7.5779 -0.1115 -0.02 -0.03 -0.02
C -1.6295 7.3145 -0.7960 0.01 0.00 0.05
C -1.9985 5.8484 -0.9222 -0.06 -0.02 -0.05
O -2.1348 5.2506 0.3621 0.05 0.09 0.08
C -1.1878 4.2781 0.6788 -0.04 0.02 0.00
C -1.1175 4.1390 2.1985 0.04 -0.33 -0.30
O -1.4819 4.9802 2.9547 -0.17 0.17 0.21
O -0.6594 2.9513 2.6638 0.27 0.19 0.08
C 0.2491 2.1698 1.8813 -0.14 -0.15 0.04
H 0.3161 6.6689 -0.0138 0.00 0.01 -0.05
H -0.4145 7.9763 0.8920 0.02 -0.04 0.03
H 0.3178 8.2916 -0.6776 0.00 0.04 0.03
H -1.6447 7.7517 -1.7978 -0.02 -0.03 0.00
H -2.4285 7.7945 -0.2281 0.00 0.06 -0.06
H -2.9661 5.7598 -1.4224 0.01 -0.04 -0.02
H -1.2680 5.2986 -1.5279 0.05 0.05 0.05
H -0.1917 4.5588 0.3137 0.00 -0.07 -0.01
H -1.4485 3.3074 0.2366 0.03 0.00 0.00
H -0.2446 1.2534 1.5567 0.00 0.03 -0.06
H 0.6323 2.7103 1.0194 0.03 -0.02 0.00
H 1.0864 1.9091 2.5260 -0.01 0.03 0.00
F 3.5506 0.5887 1.1637 -0.01 0.03 -0.01
C 4.0190 -0.1057 2.2229 0.00 -0.02 0.01
C 3.1108 -0.6650 3.0986 -0.08 0.01 0.04
C 3.5930 -1.3866 4.1818 0.04 0.00 0.00
C 4.9601 -1.5314 4.3736 0.00 -0.01 0.00
C 5.8495 -0.9548 3.4768 -0.02 0.00 0.01
C 5.3832 -0.2340 2.3863 0.03 0.00 -0.02
H 2.0497 -0.5362 2.9285 0.00 0.00 0.00
H 2.8951 -1.8370 4.8751 0.00 0.01 0.00
H 5.3317 -2.0929 5.2200 0.00 0.00 0.00
H 6.9157 -1.0648 3.6246 0.00 0.00 0.00
H 6.0561 0.2215 1.6729 -0.01 0.01 0.00
F -0.3108 -1.7318 1.0843 0.00 0.01 0.00
C 0.3556 -2.4862 0.1793 0.02 0.01 -0.02
C 1.6946 -2.7394 0.3920 0.02 0.01 0.03
C 2.3783 -3.5060 -0.5410 -0.03 -0.02 -0.02
C 1.7201 -4.0029 -1.6577 0.01 0.02 0.01
C 0.3713 -3.7306 -1.8430 0.03 -0.03 0.00
C -0.3273 -2.9664 -0.9190 -0.05 0.00 -0.02
H 2.1808 -2.3408 1.2712 0.03 -0.02 -0.01
H 3.4294 -3.7148 -0.3904 0.00 0.00 0.00
H 2.2556 -4.6015 -2.3822 0.00 0.00 0.00
H -0.1437 -4.1213 -2.7102 0.01 -0.04 0.01
H -1.3806 -2.7498 -1.0395 0.00 0.00 0.01
F -1.6325 -6.0015 -4.2324 0.00 0.00 0.00
C -2.8010 -5.4801 -3.8019 0.00 0.01 0.02
C -3.8515 -6.3316 -3.5274 -0.01 -0.03 0.00
C -5.0450 -5.7815 -3.0815 0.00 0.02 0.00
C -5.1710 -4.4086 -2.9172 0.00 0.00 0.01
C -4.0963 -3.5774 -3.2010 -0.02 -0.04 0.01
C -2.8965 -4.1122 -3.6489 0.01 0.09 0.00
H -3.7295 -7.3974 -3.6627 0.01 0.00 0.00
H -5.8803 -6.4323 -2.8594 0.00 0.00 0.00
H -6.1044 -3.9883 -2.5682 0.00 0.00 0.00
H -4.1889 -2.5066 -3.0745 0.00 0.00 -0.01
H -2.0473 -3.4834 -3.8799 -0.01 0.00 -0.03
```
Forces are in eV/Å.

***

A molecular structure, C22H17Co2NO8 in a non-equilibrium geometry, computed with ωB97M-V with the def2-TZVPD basis set.

The total charge is -2. Its energy above the lowest of the compared OMol25 structures with the same formula, charge and spin is 16.8 kcal per mole. The lowest unoccupied orbital energy comes out at 4.59 eV. The spin multiplicity is 1. For the largest force on an atom, the calculation gives 0.1062 hartree/bohr. As for the orbital gap: 4.344 eV. The calculation puts the total energy at -4270.7159 Eh.

Geometry as XYZ:
```
50
Properties=species:S:1:pos:R:3:forces:R:3
C -5.5827 0.1347 -1.3326 -0.16 0.07 -0.05
C -4.1092 0.0105 -0.9701 0.31 0.16 -0.24
C -4.0204 -0.4991 0.4700 0.07 0.02 -0.02
C -3.4291 -0.9470 -1.9512 0.06 0.09 0.14
C -1.9111 -1.0123 -1.7669 0.75 -0.36 -0.22
O -1.3020 -2.0268 -2.1511 -1.30 1.16 0.43
N -1.2420 0.0591 -1.1833 -1.84 -0.65 -0.19
C -1.8672 1.2290 -0.8372 0.60 0.11 0.08
O -1.2488 2.1826 -0.3490 -0.85 -0.82 -0.59
C -3.3665 1.3482 -1.1119 -0.13 -0.05 0.09
H -5.7183 0.4717 -2.3689 0.01 -0.02 0.17
H -6.0670 -0.8454 -1.2198 0.00 0.16 -0.07
H -6.0901 0.8386 -0.6607 0.03 -0.04 -0.12
H -2.9900 -0.5874 0.8245 -0.11 0.00 -0.04
H -4.5511 0.1902 1.1336 0.07 -0.01 0.04
H -4.5070 -1.4752 0.5450 0.05 -0.06 0.04
H -3.8503 -1.9581 -1.8427 0.29 0.18 -0.16
H -3.6071 -0.5984 -2.9850 -0.02 -0.16 0.27
H -3.4698 1.7162 -2.1485 -0.08 0.02 0.31
H -3.7626 2.0925 -0.4102 0.08 -0.01 -0.22
O 2.5416 -2.1886 -2.0710 0.24 0.01 -0.38
C 1.7743 -1.4536 -1.6206 -0.34 -0.42 0.72
Co 0.5561 -0.4828 -0.8520 1.57 -0.16 -0.28
C 0.9006 0.7825 -2.2289 -0.04 -1.28 2.40
O 0.5460 0.9709 -3.3474 0.03 0.87 -1.52
C 0.0762 -1.4444 0.5905 -0.51 -0.89 0.24
O -0.4093 -2.0882 1.4195 0.58 0.61 -0.55
C 2.6007 0.6707 1.0357 -0.65 -1.16 -3.16
C 3.5937 -0.3538 1.2588 0.16 0.07 -0.41
C 3.2114 -1.4954 1.9918 0.25 0.03 -0.12
C 3.9999 -2.6374 1.9647 0.35 0.24 -0.09
C 5.2176 -2.6277 1.2749 0.03 0.08 -0.05
C 5.6622 -1.4539 0.6484 -0.02 -0.19 0.32
C 4.8791 -0.3074 0.6647 -0.56 -0.21 0.17
C 1.6827 1.0811 0.1333 3.08 -0.96 0.84
C 1.6299 1.6703 -1.2371 0.95 1.15 -0.98
Co 1.4276 1.7259 1.8524 -2.08 3.27 3.84
C -0.2103 1.1566 2.2582 -0.94 -1.33 0.56
O -1.2802 0.8407 2.5669 0.37 0.45 -0.18
C 0.9364 3.3490 1.4169 0.43 0.96 -0.29
O 0.6271 4.4266 1.1378 -0.14 -0.25 0.04
C 2.3228 2.0767 3.3485 -0.18 -0.23 -0.55
O 2.9388 2.3474 4.2857 0.13 0.01 0.29
H 2.2800 -1.4775 2.5571 0.11 0.05 -0.32
H 3.6618 -3.5356 2.4797 0.11 0.12 -0.09
H 5.8234 -3.5321 1.2329 -0.08 0.17 -0.01
H 6.6262 -1.4368 0.1393 -0.15 -0.06 0.12
H 5.2175 0.6267 0.2069 -0.19 -0.40 -0.01
H 1.1789 2.6767 -1.2085 -0.02 -0.34 -0.05
H 2.6795 1.7899 -1.5830 -0.34 0.01 -0.15
```
Forces are in eV/Å.

***

2 unconnected molecules or ions with the total composition C3H12NO in a non-equilibrium geometry, computed with ωB97M-V with the def2-TZVPD basis set.

The total charge is +2. Its energy above the lowest of the compared OMol25 structures with the same formula, charge and spin is 0.0 kcal per mole. Its expectation value of S² is 0.75. The lowest unoccupied orbital energy (alpha / beta) comes out at -7.76 / -14.68 eV. The spin multiplicity is 2. For the largest force on an atom, the calculation gives 0.0394 hartree/bohr. As for the orbital gap (alpha / beta): 14.541 / 7.648 eV. The calculation puts the total energy at -250.7066 Eh.

Geometry as XYZ:
```
17
Properties=species:S:1:pos:R:3:forces:R:3
C -1.0502 -0.0883 -1.4490 1.62 -0.10 1.21
O -1.1516 0.1034 -0.0702 -0.89 0.64 -1.44
C -0.8561 1.2318 -2.1988 -0.64 0.57 -0.43
H -0.2375 -0.8101 -1.5625 -0.40 -0.40 -0.33
H -2.0346 -0.5647 -1.7612 -0.15 0.08 -0.27
H -1.6859 0.9284 0.0503 -0.16 -0.23 0.41
H 0.0400 1.7423 -1.8342 0.05 -0.25 0.25
H -0.7207 1.0117 -3.2597 -0.22 -0.18 0.02
H -1.7090 1.9071 -2.0801 0.02 0.02 -0.18
C 1.7442 -1.3425 1.7348 -0.03 -0.23 0.15
N 1.1077 0.0223 1.6535 -0.32 0.01 -0.03
H 2.3057 -1.5322 0.8256 -0.02 0.03 -0.02
H 2.4008 -1.3727 2.5987 0.09 0.12 -0.02
H 0.9576 -2.0787 1.8778 -0.02 0.01 -0.09
H 0.3425 0.0475 0.9494 0.93 -0.07 0.66
H 1.8000 0.7460 1.4403 -0.03 -0.03 0.04
H 0.6704 0.2657 2.5478 0.16 0.02 0.06
```
Forces are in eV/Å.

***

5 unconnected molecules or ions with the total composition C2H12O5 in a non-equilibrium geometry, computed with ωB97M-V with the def2-TZVPD basis set.

Its energy above the lowest of the compared OMol25 structures with the same formula, charge and spin is 18.4 kcal per mole. The lowest unoccupied orbital energy comes out at 0.41 eV. The spin multiplicity is 1. For the largest force on an atom, the calculation gives 0.0231 hartree/bohr. As for the orbital gap: 10.150 eV. The calculation puts the total energy at -459.5644 Eh.

Geometry as XYZ:
```
19
Properties=species:S:1:pos:R:3:forces:R:3
C -0.1705 -0.5461 3.6575 -0.33 0.70 0.60
C 0.1076 -1.6126 2.6563 -0.52 -0.07 0.63
O -0.3876 -1.5940 1.5675 -0.02 -0.01 -0.88
H -0.3767 0.4355 3.2350 0.14 -0.10 -0.39
H 0.5563 -0.4248 4.4538 0.29 -0.25 -0.01
H -1.1091 -0.8296 4.1430 -0.01 -0.18 0.09
H 0.6288 -2.5051 3.0328 0.36 -0.08 -0.17
O -0.4242 6.4908 0.3110 -0.34 1.02 -0.02
H -1.2653 6.9494 0.1362 0.23 -0.55 0.02
H 0.1490 7.2555 0.4808 0.11 -0.47 0.00
O 1.5448 -3.5197 0.3638 0.95 -0.61 0.28
H 2.2215 -3.4522 -0.3164 0.10 -0.03 0.09
H 0.7974 -3.1291 -0.0592 -0.96 0.65 -0.25
O 0.8897 -1.2538 -1.6823 1.00 -0.24 -0.51
H 1.2863 -0.8129 -2.4473 -0.04 -0.17 0.26
H 0.0293 -0.8727 -1.6129 -0.96 0.40 0.28
O -1.6157 1.0432 -5.3173 -0.57 0.24 -0.67
H -1.3650 0.3995 -4.6652 0.12 -0.44 0.41
H -2.4006 0.6709 -5.7537 0.44 0.19 0.25
```
Forces are in eV/Å.

***

A single C3H5NO2 molecule, computed with ωB97M-V with the def2-TZVPD basis set.

Its energy above the lowest of the compared OMol25 structures with the same formula, charge and spin is 61.6 kcal per mole. The lowest unoccupied orbital energy comes out at 0.91 eV. The spin multiplicity is 1. For the largest force on an atom, the calculation gives 0.0137 hartree/bohr. As for the orbital gap: 10.030 eV. The calculation puts the total energy at -322.4761 Eh.

Geometry as XYZ:
```
11
Properties=species:S:1:pos:R:3:forces:R:3
N -2.2427 -0.3952 -0.2365 0.15 -0.16 -0.18
C -0.9262 -0.5174 -0.1874 -0.54 0.17 0.18
O -0.4170 0.5777 0.4091 -0.18 -0.40 -0.08
C 0.9526 0.3319 0.6897 0.32 0.04 0.15
C 1.7244 0.0819 -0.5906 0.59 -0.16 0.05
O 2.7967 -0.4716 -0.6150 -0.61 0.35 0.00
H -2.7428 -1.1787 -0.6190 -0.15 0.20 -0.03
H -2.7604 0.4082 0.1115 0.11 -0.12 0.00
H 1.0514 -0.5398 1.3435 0.10 0.23 -0.05
H 1.3279 1.2230 1.1980 0.12 -0.06 -0.07
H 1.2361 0.4799 -1.5032 0.10 -0.09 0.04
```
Forces are in eV/Å.

***

A single C4H9NO molecule, computed with ωB97M-V with the def2-TZVPD basis set.

Its energy above the lowest of the compared OMol25 structures with the same formula, charge and spin is 34.2 kcal per mole. The lowest unoccupied orbital energy comes out at 1.15 eV. The spin multiplicity is 1. For the largest force on an atom, the calculation gives 0.0090 hartree/bohr. As for the orbital gap: 10.740 eV. The calculation puts the total energy at -287.7780 Eh.

Geometry as XYZ:
```
15
Properties=species:S:1:pos:R:3:forces:R:3
C -2.6395 -0.3338 0.1690 -0.05 0.01 0.00
C -1.2908 -0.1684 -0.4964 -0.11 -0.18 -0.09
O -0.6250 0.9303 0.1370 -0.01 0.11 0.07
C 0.7072 0.8438 0.2496 0.15 -0.17 -0.05
N 1.3908 -0.0732 -0.2753 -0.39 0.23 0.09
C 2.8015 -0.1420 0.0154 0.28 -0.03 0.04
H -2.5021 -0.5594 1.2309 -0.05 0.02 -0.13
H -3.2452 0.5721 0.0858 0.06 -0.09 -0.02
H -3.1809 -1.1651 -0.2935 0.04 0.12 0.05
H -0.6828 -1.0667 -0.3783 -0.04 0.08 -0.04
H -1.3699 0.0452 -1.5682 -0.02 -0.03 0.13
H 1.0781 1.6697 0.8680 0.07 -0.15 -0.04
H 3.1179 -1.1731 -0.1205 0.13 -0.03 0.01
H 3.0465 0.1459 1.0412 0.00 0.09 0.04
H 3.3940 0.4746 -0.6647 -0.07 0.00 -0.06
```
Forces are in eV/Å.

***

Q: Which value of energy above the lowest of the compared OMol25 structures with the same formula, charge and spin does entry 5 give?
A: 61.6 kcal per mole

***

Q: Which formula does entry 1 have?
A: C24H27F3O3

***

Q: What is the formula in the first record?
A: C24H27F3O3

***

Q: Among the records above, which one has the highest energy above the lowest of the compared OMol25 structures with the same formula, charge and spin?
A: C3H5NO2